No. 1
This record from the OMol25 dataset describes 3 unconnected molecules or ions with the total composition C4H10OS at a distorted geometry. The level of theory is ωB97M-V/def2-TZVPD.

Positions of all 16 atoms, in Å:
C  1.845  0.019  -1.132
C  -2.186  0.376  -1.379
C  1.760  -0.999  2.196
C  -3.497  0.433  -1.079
O  0.761  2.061  -0.014
S  1.994  1.320  -0.102
H  0.889  -0.343  -1.251
H  2.605  -0.654  -0.951
H  -1.773  -0.139  -2.219
H  2.658  -0.537  2.016
H  -1.410  0.904  -0.911
H  0.965  -0.487  1.687
H  1.698  -1.898  1.770
H  1.538  -0.913  3.292
H  -3.729  0.909  -0.154
H  -4.118  -0.052  -1.768

Cartesian forces, eV/Å:
C 0.721 3.243 2.926
C -1.317 0.004 -0.354
C -2.285 2.755 2.862
C 3.492 -0.029 -0.129
O -1.151 1.022 0.445
S 0.686 -2.177 -2.359
H -2.064 -0.567 -0.995
H 1.869 -1.380 -0.294
H -0.366 -0.462 -0.814
H 2.175 1.039 -0.529
H 0.608 0.692 1.358
H -0.352 0.780 -0.067
H 0.197 -4.086 -0.992
H 0.201 -0.643 -1.001
H -0.930 0.357 0.207
H -1.483 -0.547 -0.264

- E_HOMO (eV) = -9.84
- energy relative to the best compared isomer or geometry (same formula, charge and spin) (eV) = 3.586
- calculated total energy (Eh) = -631.6929
- HOMO-LUMO gap (eV) = 9.269

Atom charges from the Löwdin analysis, given in e for atoms 1 to 2: number 1, C, carries -0.2609; number 2, C, carries -0.0655

No. 2
This record from the OMol25 dataset describes a molecular structure, CH12F3O9PtS at a distorted geometry. The level of theory is ωB97M-V/def2-TZVPD.

Positions of all 27 atoms, in Å:
Pt  -0.566  -0.402  0.416
C  3.206  1.439  -1.298
F  3.711  1.162  -0.045
F  4.030  2.327  -1.859
F  3.081  0.255  -2.033
S  1.393  2.124  -1.222
O  0.842  2.286  -2.521
O  0.673  1.088  -0.511
O  1.433  3.401  -0.497
O  1.191  -1.674  0.785
H  2.032  -1.459  1.189
H  1.185  -2.630  0.737
O  -3.050  -0.516  -0.651
H  -3.350  -0.116  -1.467
H  -3.854  -0.714  -0.171
O  -0.014  0.198  2.503
H  0.880  0.376  2.794
H  -0.367  -0.398  3.164
O  -1.502  -2.124  1.383
H  -1.191  -2.951  1.752
H  -2.355  -1.985  1.794
O  -1.662  1.558  0.449
H  -2.271  1.736  -0.267
H  -1.789  2.285  1.059
O  -0.513  -1.565  -1.490
H  -0.768  -2.479  -1.616
H  -0.405  -1.221  -2.377

Cartesian forces, eV/Å:
Pt 1.282 1.154 -0.262
C -1.051 -0.124 0.100
F -0.829 -0.097 -1.620
F -0.717 -1.251 0.088
F 0.969 1.759 1.173
S 0.274 4.194 0.785
O 0.521 -0.732 -1.667
O 0.270 -2.010 1.309
O 0.796 -2.124 -0.179
O 0.536 -0.911 0.104
H 0.408 0.488 0.003
H 0.016 -0.369 -0.264
O -0.164 -0.176 0.010
H -0.113 0.033 -0.431
H -0.367 -0.009 0.102
O -0.342 0.352 0.528
H 0.493 0.389 -0.130
H -0.242 -0.187 0.301
O -0.898 -0.521 0.454
H 0.407 -0.327 0.072
H -0.467 0.064 0.036
O -0.993 0.370 -0.003
H -0.118 -0.055 -0.311
H 0.363 0.193 0.495
O 0.038 -0.348 -0.527
H -0.299 -0.318 0.157
H 0.229 0.564 -0.321

- charge = +1
- <S²> = 2.00
- E_HOMO (alpha / beta) (eV) = -12.01 / -11.96
- energy relative to the best compared isomer or geometry (same formula, charge and spin) (eV) = 1.075
- 2S+1 = 3
- calculated total energy (Eh) = -1539.1966
- HOMO-LUMO gap (alpha / beta) (eV) = 7.835 / 7.722

Atom charges from the Löwdin analysis, given in e for atoms 1 to 2: number 1, Pt, carries 1.3248; number 2, C, carries -0.5277

What did the first record say?
This record from the OMol25 dataset describes 3 unconnected molecules or ions with the total composition C4H10OS at a distorted geometry. The level of theory is ωB97M-V/def2-TZVPD.

Positions of all 16 atoms, in Å:
C  1.845  0.019  -1.132
C  -2.186  0.376  -1.379
C  1.760  -0.999  2.196
C  -3.497  0.433  -1.079
O  0.761  2.061  -0.014
S  1.994  1.320  -0.102
H  0.889  -0.343  -1.251
H  2.605  -0.654  -0.951
H  -1.773  -0.139  -2.219
H  2.658  -0.537  2.016
H  -1.410  0.904  -0.911
H  0.965  -0.487  1.687
H  1.698  -1.898  1.770
H  1.538  -0.913  3.292
H  -3.729  0.909  -0.154
H  -4.118  -0.052  -1.768

Cartesian forces, eV/Å:
C 0.721 3.243 2.926
C -1.317 0.004 -0.354
C -2.285 2.755 2.862
C 3.492 -0.029 -0.129
O -1.151 1.022 0.445
S 0.686 -2.177 -2.359
H -2.064 -0.567 -0.995
H 1.869 -1.380 -0.294
H -0.366 -0.462 -0.814
H 2.175 1.039 -0.529
H 0.608 0.692 1.358
H -0.352 0.780 -0.067
H 0.197 -4.086 -0.992
H 0.201 -0.643 -1.001
H -0.930 0.357 0.207
H -1.483 -0.547 -0.264

- E_HOMO (eV) = -9.84
- energy relative to the best compared isomer or geometry (same formula, charge and spin) (eV) = 3.586
- calculated total energy (Eh) = -631.6929
- HOMO-LUMO gap (eV) = 9.269

Atom charges from the Löwdin analysis, given in e for atoms 1 to 2: number 1, C, carries -0.2609; number 2, C, carries -0.0655

Q: Which of these has the highest calculated total energy?
A: C4H10OS

Q: What is the calculated total energy in the second record?
A: -1539.1966 Eh